[1]
Entry from the OMol25 dataset: a 7-piece molecular cluster, C17H50Cl2O20P4 overall (ωB97M-V/def2-TZVPD).

2S+1   1
Largest force on an atom   1.6 eV/Å
Highest occupied orbital energy   -10.3 eV
SMILES   COP(=O)(OC)OC.COP(=O)(OC)OC.COP(=O)(OC)OC.COP(=O)(OC)OC.ClCCl.OCCO.OCCO
E_LUMO   0.1 eV
Energy above the lowest of the compared OMol25 structures with the same formula, charge and spin   0.000 eV

Last column: Löwdin charge in e.
Atoms and positions in Å:
C (1.114253, -2.264800, -2.987170)  -0.082
O (0.664358, -3.619774, -3.191485)  -0.228
P (-0.442858, -3.912266, -4.303195)  0.373
O (-0.042556, -3.753632, -5.714320)  -0.230
O (-1.714245, -3.078324, -3.852165)  -0.203
C (-2.644848, -3.511736, -2.851524)  -0.084
O (-0.856806, -5.409335, -3.928892)  -0.235
C (0.052475, -6.494641, -3.976079)  -0.100
H (1.269977, -1.782741, -3.951213)  0.093
H (2.008379, -2.330418, -2.373663)  0.084
H (0.354265, -1.726517, -2.420299)  0.043
H (-3.664387, -3.569931, -3.217749)  0.090
H (-2.579307, -2.756649, -2.064412)  0.049
H (-2.329418, -4.436995, -2.375218)  0.085
H (-0.540253, -7.395878, -4.124498)  0.089
H (0.604550, -6.531823, -3.034408)  0.088
H (0.787736, -6.476307, -4.783989)  0.092
C (3.799463, 0.415702, 5.369695)  -0.085
O (3.532755, 1.819506, 5.281018)  -0.196
P (3.955941, 2.665586, 4.024173)  0.352
O (3.762367, 4.115431, 4.185068)  -0.232
O (3.129460, 1.988347, 2.824989)  -0.242
C (1.718356, 2.048439, 2.689094)  -0.123
O (5.431422, 2.210819, 3.664046)  -0.215
C (6.069342, 2.769435, 2.512816)  -0.087
H (4.147706, -0.044379, 4.448959)  0.065
H (2.891419, -0.068263, 5.727822)  0.092
H (4.536179, 0.245220, 6.158752)  0.091
H (1.235537, 2.810679, 3.304334)  0.093
H (1.355276, 1.045896, 2.922741)  0.078
H (1.488893, 2.303172, 1.653165)  0.051
H (6.657717, 3.624604, 2.847262)  0.093
H (5.356947, 2.968887, 1.713249)  0.087
H (6.784011, 2.040551, 2.123050)  0.086
C (-3.535617, 6.272458, 1.254213)  -0.087
O (-3.534728, 5.645110, -0.028151)  -0.210
P (-4.223926, 4.214900, -0.196823)  0.384
O (-5.692910, 4.210431, -0.196804)  -0.223
O (-3.602403, 3.318817, 1.008690)  -0.221
C (-2.180540, 3.166589, 1.087095)  -0.108
O (-3.536696, 3.666194, -1.509714)  -0.222
C (-3.964148, 2.387230, -1.986157)  -0.085
H (-2.980611, 5.712591, 2.006304)  0.077
H (-4.572331, 6.443138, 1.543057)  0.096
H (-3.033410, 7.233778, 1.163798)  0.092
H (-1.786024, 3.114956, 0.070875)  0.061
H (-1.969353, 2.217144, 1.576840)  0.069
H (-1.638059, 3.938418, 1.636401)  0.087
H (-4.878490, 2.081061, -1.478540)  0.074
H (-3.188295, 1.646758, -1.798608)  0.076
H (-4.172699, 2.395551, -3.053154)  0.096
C (3.243551, -0.833862, 0.299217)  -0.103
O (3.448982, -2.164150, 0.748265)  -0.217
P (3.502815, -2.512377, 2.302849)  0.370
O (2.535614, -1.762245, 3.122505)  -0.225
O (3.381696, -4.084025, 2.304924)  -0.199
C (2.112011, -4.715444, 2.233161)  -0.089
O (5.018488, -2.246406, 2.697584)  -0.194
C (6.027486, -3.018339, 2.072269)  -0.113
H (4.114504, -0.462860, -0.232062)  0.096
H (2.967472, -0.172764, 1.124119)  0.062
H (2.353818, -0.802711, -0.326273)  0.030
H (1.268224, -4.026359, 2.220749)  0.072
H (1.955941, -5.392296, 3.073278)  0.092
H (2.086297, -5.334767, 1.335816)  0.092
H (6.972684, -2.491248, 1.968977)  0.090
H (5.743077, -3.367737, 1.075051)  0.086
H (6.237767, -3.950003, 2.605809)  0.091
Cl (0.029708, 0.490034, 0.189855)  0.643
C (-1.267809, -0.663785, -0.068950)  -0.988
Cl (-0.683601, -2.318889, 0.122414)  0.586
H (-2.078381, -0.455367, 0.617927)  0.019
H (-1.609692, -0.569255, -1.094791)  0.017
O (-6.606548, -2.424797, 0.235926)  -0.057
C (-5.554103, -1.785110, 0.943020)  -0.241
C (-5.174008, -0.398207, 0.425956)  -0.217
O (-4.316224, -0.479450, -0.724963)  -0.102
H (-6.396853, -2.390050, -0.703852)  0.077
H (-5.880073, -1.650237, 1.974089)  0.123
H (-4.672012, -2.430566, 0.888336)  0.118
H (-4.589225, 0.139602, 1.171111)  0.115
H (-6.080680, 0.181948, 0.238638)  0.129
H (-4.877346, -0.627787, -1.494365)  0.089
O (-0.090319, 1.347397, -3.504417)  -0.064
C (-0.057422, 2.570795, -2.768995)  -0.267
C (-0.690598, 3.715071, -3.499047)  -0.254
O (0.120171, 4.067788, -4.613437)  -0.059
H (0.567057, 1.475036, -4.201260)  0.089
H (-0.577972, 2.376004, -1.832779)  0.061
H (0.950402, 2.872339, -2.462198)  0.127
H (-0.871031, 4.552828, -2.816993)  0.122
H (-1.666426, 3.423869, -3.903017)  0.117
H (-0.301311, 4.745395, -5.143720)  0.085

Forces on the atoms, in the same order (eV/Å):
C -0.4174 -0.2529 0.0636
O -0.0993 0.0517 -0.1818
P 0.1198 -0.9232 -0.6478
O -0.1778 0.4499 1.1820
O -0.1734 -0.4221 -0.6211
C 0.7308 0.5938 1.0982
O -0.1277 0.6972 -0.1398
C 0.4126 -0.5247 0.1490
H 0.2610 0.0826 0.1009
H 0.1430 0.0640 -0.2276
H 0.0172 0.0961 -0.1300
H 0.1059 -0.0665 -0.4062
H -0.3449 0.0182 -0.0298
H -0.1303 -0.1970 -0.3032
H -0.0021 0.0222 0.2259
H -0.1008 -0.1539 -0.0100
H -0.2215 0.5221 -0.1455
C -0.0115 -0.5397 0.8490
O 0.5161 0.2211 -0.0246
P -0.6308 0.6433 -0.4135
O -0.0674 -0.7969 -0.0379
O 0.8472 0.3858 -0.0413
C -0.1949 -0.1150 -0.0441
O -0.4077 -0.4576 0.1565
C 0.6129 -0.2259 0.0218
H -0.1749 0.1884 -0.1408
H -0.0958 0.0207 -0.3772
H 0.1608 0.2204 -0.1914
H 0.2548 -0.0837 0.2442
H -0.3002 0.1681 -0.0205
H 0.0959 -0.1163 0.0077
H -0.3609 0.2561 -0.3318
H -0.0059 0.3672 0.1578
H -0.1707 -0.1565 0.2108
C -0.2619 0.4742 0.1184
O 0.4434 -0.8201 -0.5644
P -0.4252 0.1783 1.0152
O 0.7486 -0.2230 0.1824
O -0.2820 0.6310 -0.2888
C 0.2405 -0.5675 -0.5131
O 0.3063 0.4957 -0.2255
C -0.2863 -0.5609 0.0903
H -0.2329 -0.2800 -0.0672
H 0.0899 -0.0455 0.3087
H -0.0739 -0.0226 -0.2912
H 0.2207 0.0123 0.0972
H -0.1667 0.0054 0.0231
H -0.4681 0.2796 0.0080
H 0.0310 -0.0149 0.0326
H 0.0528 0.0811 0.1065
H 0.1332 0.4562 -0.0599
C -0.8096 0.6612 0.2682
O -0.0065 -0.6898 0.0993
P -0.4449 0.9458 -0.0091
O 0.5966 -0.3654 -0.3090
O 0.3335 0.2324 0.2088
C -0.7376 -0.7425 -0.2699
O -0.2414 -0.1091 0.2582
C 0.6448 -1.2963 -0.7236
H 0.1110 -0.0743 0.0119
H 0.4385 0.0024 0.1514
H 0.2267 -0.2867 -0.3631
H 0.2120 0.2672 -0.0470
H 0.3476 0.1898 0.1825
H 0.0284 0.1763 -0.0904
H -0.2524 0.4935 0.2597
H -0.1889 0.3891 -0.0414
H -0.1910 0.2572 0.4008
Cl 0.0693 0.2383 0.0975
C -0.1331 -0.0971 -0.4766
Cl -0.0842 -0.1870 0.2372
H 0.0632 -0.1305 0.0850
H -0.0417 0.0959 0.0541
O -0.0879 0.4128 -0.1114
C 0.2473 0.3313 -0.1010
C 0.1742 -0.4667 0.0080
O -0.5385 -0.0520 -0.1273
H -0.0416 -0.1662 0.0502
H -0.0754 -0.3242 0.0224
H 0.1541 0.1225 0.3321
H -0.0308 -0.0574 0.1554
H 0.0368 0.0730 -0.1692
H 0.1633 0.0408 -0.0490
O 0.5959 0.5595 0.0613
C -0.1094 -0.1580 0.3936
C -0.8663 0.2507 -0.6352
O 0.6649 -0.1359 0.2433
H -0.2445 -0.2726 -0.1253
H -0.2724 0.0800 -0.0561
H 0.1904 -0.2173 -0.2465
H 0.2476 0.0548 0.0242
H -0.1097 -0.2079 0.3256
H -0.1698 0.0464 0.0466

***

[2]
Entry from the OMol25 dataset: a 8-piece molecular cluster, C17H50O8 overall (ωB97M-V/def2-TZVPD).

2S+1   1
Largest force on an atom   2.8 eV/Å
Highest occupied orbital energy   -9.8 eV
SMILES   CC(C)O.CC(C)O.CCO.CCO.CCO.CCO.CCO.CO
E_LUMO   0.3 eV
Energy above the lowest of the compared OMol25 structures with the same formula, charge and spin   4.565 eV

Last column: Löwdin charge in e.
Atoms and positions in Å:
C (-5.571538, -25.067672, -8.429264)  -0.047
C (-6.356413, -24.485163, -7.226015)  -0.495
C (-5.580861, -23.542847, -6.396960)  -0.080
O (-7.564722, -23.897889, -7.745150)  -0.056
H (-5.077391, -24.248904, -8.952274)  0.068
H (-6.193143, -25.592443, -9.154754)  0.079
H (-4.667962, -25.623717, -8.179353)  0.076
H (-6.663947, -25.325336, -6.603402)  0.128
H (-6.096128, -23.176876, -5.508891)  0.077
H (-5.325790, -22.628498, -6.932695)  0.082
H (-4.699258, -24.004581, -5.952345)  0.085
H (-8.186625, -23.686183, -7.045137)  0.083
C (-2.912560, -18.379994, -9.936763)  -0.052
C (-4.165152, -18.609328, -10.783299)  -0.481
C (-4.867929, -19.941682, -10.448545)  -0.067
O (-5.085094, -17.508659, -10.670392)  -0.056
H (-2.313026, -19.286972, -10.014671)  0.076
H (-3.270234, -18.205004, -8.922097)  0.084
H (-2.315772, -17.538066, -10.287635)  0.075
H (-3.976791, -18.851682, -11.829189)  0.124
H (-5.233695, -20.050483, -9.427534)  0.071
H (-4.132984, -20.733161, -10.301841)  0.072
H (-5.673431, -20.154854, -11.151275)  0.079
H (-4.578144, -16.694790, -10.717470)  0.074
C (-10.145017, -17.994051, -10.819175)  -0.094
C (-10.010287, -17.102703, -12.046953)  -0.357
O (-8.950451, -17.546244, -12.785276)  -0.070
H (-11.057032, -17.796465, -10.255891)  0.075
H (-9.246151, -17.948332, -10.204312)  0.069
H (-9.996317, -19.042061, -11.079331)  0.073
H (-9.701378, -16.156852, -11.601931)  0.103
H (-10.936740, -16.948212, -12.600052)  0.118
H (-8.220803, -17.751179, -12.196028)  0.081
C (-0.932037, -19.554681, -5.096633)  -0.096
C (0.220110, -19.557989, -6.042506)  -0.345
O (0.803676, -18.276886, -6.112282)  -0.091
H (-0.552391, -19.177416, -4.147097)  0.077
H (-1.373207, -20.508825, -4.808362)  0.077
H (-1.672947, -18.850440, -5.475036)  0.073
H (-0.031177, -19.777068, -7.080265)  0.111
H (0.952126, -20.194615, -5.545551)  0.110
H (1.661989, -18.214396, -6.537701)  0.082
C (-6.269069, -15.043333, -15.846844)  -0.092
C (-5.328369, -16.256871, -16.067709)  -0.328
O (-6.154490, -17.378439, -16.192016)  -0.070
H (-7.036741, -14.929077, -16.612163)  0.073
H (-5.623464, -14.165208, -15.860567)  0.061
H (-6.681027, -15.038076, -14.837708)  0.068
H (-4.640652, -16.189529, -15.224730)  0.100
H (-4.740319, -16.140324, -16.978055)  0.109
H (-6.597054, -17.462995, -15.344322)  0.079
C (-5.282669, -14.286121, -6.470847)  -0.078
C (-4.830259, -14.181838, -4.971388)  -0.284
O (-3.825825, -13.195201, -5.074447)  -0.117
H (-6.057121, -13.562968, -6.726532)  0.070
H (-5.722528, -15.266045, -6.656240)  0.055
H (-4.443630, -14.326451, -7.165458)  0.066
H (-4.346567, -15.017896, -4.466271)  0.106
H (-5.600926, -13.788850, -4.308270)  0.104
H (-2.960633, -13.609008, -5.117029)  0.080
C (3.062062, -14.413987, -8.567272)  -0.089
C (2.991646, -15.457651, -9.602043)  -0.360
O (3.648316, -16.663246, -9.271361)  -0.090
H (2.868231, -13.447048, -9.031553)  0.081
H (4.025041, -14.463238, -8.058993)  0.079
H (2.306973, -14.654988, -7.819035)  0.078
H (3.461091, -15.303447, -10.573610)  0.111
H (1.950962, -15.668817, -9.848007)  0.112
H (4.583182, -16.626988, -9.486599)  0.081
C (-2.557231, -13.147377, -12.655680)  -0.176
O (-3.767567, -13.485051, -12.025057)  -0.119
H (-2.334346, -13.515133, -13.657264)  0.077
H (-2.572567, -12.058936, -12.711904)  0.075
H (-1.726877, -13.374826, -11.987179)  0.073
H (-4.127039, -12.640369, -11.744203)  0.072

Forces on the atoms, in the same order (eV/Å):
C 0.4079 1.2229 0.0419
C -0.8815 -1.4606 -0.7915
C 0.7089 1.1382 1.0060
O 0.4667 0.0577 -0.5334
H -0.4438 0.4595 -0.3283
H -0.0275 -0.0974 0.3317
H -0.4523 -0.6059 0.5828
H 0.0262 -0.2447 0.1668
H -0.6011 -0.1753 -0.0256
H 0.3045 -0.1407 -0.2700
H 0.2958 -0.0744 -0.4266
H 0.2020 -0.0664 0.2407
C -0.7218 -0.3554 -0.6415
C -0.6281 -0.8971 0.0999
C 0.1335 0.3008 1.5652
O 0.1050 -0.7169 -0.0073
H 0.1969 0.1095 0.3130
H 0.3489 -0.0488 0.1442
H -0.0603 0.0746 0.0386
H 0.7286 0.9548 -0.4000
H -0.7673 0.9295 0.2143
H 0.2882 -0.2032 -1.3076
H 0.2595 -0.2589 0.0498
H 0.0510 0.1439 -0.1067
C 0.1081 -0.8155 -0.1578
C 0.0380 0.6926 2.7523
O 1.0953 -0.7422 -2.2500
H 0.1849 -0.2445 0.1691
H -0.0502 1.0123 0.4550
H -1.0950 -0.3108 -0.4604
H -0.5303 0.7660 -0.2349
H 0.2999 -0.3977 -0.3388
H 0.0640 0.0507 0.0752
C -0.4718 1.0864 0.5467
C 1.2771 -0.4238 -0.1792
O -0.4489 1.7347 0.7672
H -0.0375 0.3354 0.0509
H 0.0591 -0.1703 -0.7399
H -0.3610 -0.1533 0.2597
H -0.1435 -1.0074 0.1722
H 0.2327 -0.7373 -0.8027
H -0.0990 -0.6321 -0.1220
C 1.3517 0.4309 -0.1793
C -1.3818 1.9999 -0.1125
O 0.6125 -1.0158 0.2676
H 0.0194 -0.2023 0.1169
H -0.0870 0.3888 -0.1453
H -0.3081 -0.3359 -0.0788
H 0.2160 -0.8778 0.2078
H -0.1553 -0.1397 -0.0695
H -0.3039 -0.2450 0.0361
C -0.7628 -2.1885 1.0724
C 0.5877 0.8336 -1.7498
O 0.9838 1.4161 0.9620
H 0.4533 0.2452 0.0060
H -0.5136 -0.1931 0.0901
H 0.1397 0.7082 0.2812
H -0.6193 -0.7073 -0.4913
H -0.1724 -0.1053 -0.1797
H -0.0882 -0.0200 -0.0035
C 0.0949 0.2655 0.6023
C 0.5320 -1.2229 -2.1987
O -0.3644 -1.4248 1.3011
H 0.0539 0.1556 0.3704
H 0.0984 0.4117 -0.1312
H -0.0396 0.3385 0.1190
H -0.2200 1.5366 -0.1737
H -0.0647 -0.3635 0.1707
H -0.1174 0.2774 -0.0242
C 0.8703 1.5185 0.6587
O -0.6028 -0.5771 -0.2584
H -0.6548 -0.5050 0.0856
H 0.4989 0.1705 -0.4603
H 0.2154 -0.3227 -0.1215
H -0.3336 -0.3393 0.1110

***

Q: The highest energy above the lowest of the compared OMol25 structures with the same formula, charge and spin belongs to which entry?
A: C17H50O8

***

Q: The lowest energy above the lowest of the compared OMol25 structures with the same formula, charge and spin belongs to which entry?
A: C17H50Cl2O20P4

***

Q: Which value of 2S+1 does entry 1 give?
A: 1